Record 1
Here is a cluster of 2 separate species, H4O2 in total at a distorted geometry from the OMol25 dataset. Energies are from ωB97M-V/def2-TZVPD.

```
6
Properties=species:S:1:pos:R:3:forces:R:3
H -0.82669 -0.10926 0.30054 -0.145 0.248 0.792
H -1.18605 -0.87318 1.59343 -0.102 1.035 -0.417
H 0.82671 0.61365 -1.67204 -0.811 -0.798 0.395
H 1.63981 0.32205 -0.52549 -0.562 -0.662 0.579
O -1.23321 0.02252 1.18642 0.261 -1.244 -0.244
O 0.77943 0.02421 -0.88287 1.360 1.422 -1.105
```
Forces are in eV/Å.

Calculated values
**LUMO energy**: 0.65 eV
**Orbital gap**: 11.496 eV
**Energy above the lowest of the compared OMol25 structures with the same formula, charge and spin**: 15.5 kJ/mol
**Net charge**: 0
**SMILES**: O.O



Record 2
Here is a structure of composition C32H80F2K3NO20S2 at a distorted geometry from the OMol25 dataset. Energies are from ωB97M-V/def2-TZVPD.

```
140
Properties=species:S:1:pos:R:3:forces:R:3
K 1.31315 -3.47763 0.88083 0.005 -0.758 0.664
K 1.10509 1.23691 4.44917 -0.297 0.262 -0.436
K -0.55366 -2.31757 -2.03293 -0.517 0.291 -0.604
N 0.39180 -1.03148 0.36327 4.149 0.251 -1.496
S 1.79263 -0.23308 -0.01575 2.013 2.112 -3.087
O 2.39022 0.50925 1.05454 -0.965 -0.536 -0.079
O 1.78631 0.42411 -1.34940 -0.361 -2.603 3.295
F 2.73150 -1.52635 -0.10852 -0.417 -0.056 -0.476
S -0.42601 0.14264 0.93020 -7.211 2.407 1.996
O -0.75296 1.26539 0.03020 2.193 -1.723 2.754
O -0.37629 0.22501 2.40799 0.516 0.250 -3.167
F -1.79912 -0.69323 0.68338 0.069 0.036 0.717
C -5.06412 -0.14718 -0.08231 0.155 0.314 0.023
O -6.34746 0.22228 0.45115 1.645 -0.931 0.623
C -6.43736 -0.39509 1.74413 -0.830 -0.488 -0.223
C -6.84514 -1.88392 1.71770 -1.348 0.805 -1.025
O -8.26303 -2.05521 1.45585 0.763 0.396 -0.022
C -9.03454 -2.17502 2.61819 0.927 -0.514 1.404
H -4.92776 0.27281 -1.07887 -0.445 -0.366 -0.106
H -4.84300 -1.21169 -0.00476 -0.672 -0.503 -0.731
H -4.18094 0.18287 0.46464 -0.260 1.031 0.697
H -7.20184 0.12223 2.32382 0.012 0.221 -0.108
H -5.49310 -0.32871 2.28456 0.288 0.258 0.000
H -6.53046 -2.31616 2.66757 -0.146 -0.412 0.058
H -6.41653 -2.38900 0.85209 0.488 -0.082 0.248
H -8.61885 -2.98765 3.21396 -0.363 -0.948 -0.121
H -10.09807 -2.33566 2.44157 0.297 0.200 -0.327
H -8.84752 -1.40480 3.36645 -0.455 1.040 -0.393
C 2.61208 3.76713 -1.62641 0.113 -2.098 -0.737
O 3.50442 2.81982 -2.23313 0.405 -0.510 -0.544
C 3.04595 2.17153 -3.44594 -0.170 2.052 0.838
C 3.66257 0.85987 -3.74895 1.177 -0.823 -0.376
O 4.96390 0.89764 -4.36830 -0.927 0.227 -0.104
C 5.96016 1.72028 -3.77391 -0.072 -0.375 -0.548
H 3.25341 4.43787 -1.05464 -0.502 0.253 -0.146
H 1.96931 3.13031 -1.01862 -0.260 0.454 0.722
H 1.93337 4.18971 -2.36727 0.396 0.736 -0.068
H 3.27244 2.86705 -4.25406 0.141 -0.021 -0.398
H 1.95769 2.11064 -3.45487 -0.199 -0.301 0.335
H 2.99244 0.37687 -4.46011 0.168 -0.002 -0.420
H 3.69663 0.14122 -2.93012 0.026 0.353 0.561
H 5.74405 2.78746 -3.82399 -0.399 0.026 0.348
H 6.83230 1.59592 -4.41578 0.118 -0.237 0.243
H 6.15988 1.37568 -2.75928 0.156 0.292 0.086
C -2.66986 2.29818 4.21942 0.223 -1.446 0.572
O -1.28487 2.45991 3.92692 0.179 2.096 -0.149
C -1.13714 3.65663 3.12599 0.594 0.524 -0.655
C 0.28564 4.19419 2.84295 -2.133 -0.724 0.711
O 0.98498 3.23408 2.09811 1.668 0.174 -0.143
C 2.34374 3.63790 1.93858 1.402 -0.008 -0.327
H -3.18415 3.11232 4.73009 0.438 0.511 -0.233
H -2.66386 1.47417 4.93291 -0.377 -0.184 -0.082
H -3.22292 2.00169 3.32817 -0.031 0.129 -0.122
H -1.63145 4.53593 3.53899 -0.368 -0.197 0.691
H -1.63529 3.51450 2.16696 0.036 -0.341 -0.188
H 0.76468 4.50465 3.77152 0.485 -0.338 0.274
H 0.06699 5.12641 2.32211 0.339 0.010 -0.568
H 3.00855 3.42117 2.77473 -0.483 0.107 1.041
H 2.51498 4.68752 1.69971 -0.671 0.273 0.139
H 2.94878 3.13201 1.18618 -1.111 -0.569 -0.646
C 1.55312 -2.59248 -6.01993 -0.594 -0.137 -1.450
O 0.94929 -1.64181 -5.15962 0.226 -0.016 1.471
C -0.04421 -0.70113 -5.58303 0.612 -0.537 -1.046
C -0.31123 0.34662 -4.53933 -0.315 -1.250 -0.098
O -1.39983 -0.10180 -3.74002 -0.447 0.049 -0.681
C -1.69681 0.79494 -2.69627 0.541 -1.350 1.445
H 2.48403 -3.04287 -5.67549 -0.104 0.564 0.899
H 1.81999 -2.18861 -6.99654 -0.103 0.491 -0.071
H 0.89991 -3.43440 -6.24924 -0.393 -0.053 0.178
H -1.00765 -1.16009 -5.80493 0.036 -0.366 -0.178
H 0.29347 -0.18470 -6.48157 0.180 -0.129 -0.226
H -0.62449 1.21993 -5.11143 0.414 0.571 0.540
H 0.55634 0.38307 -3.88047 0.285 0.922 -0.191
H -0.77551 0.85458 -2.11683 0.011 0.975 -0.007
H -2.34209 0.21885 -2.03307 -0.516 0.236 0.052
H -2.16654 1.75862 -2.89318 0.223 -0.027 -0.586
C -5.19175 4.20161 2.13024 -0.539 -0.814 -0.499
O -4.22975 3.92250 1.16884 2.926 -0.113 -0.002
C -3.62227 5.09636 0.61481 -1.088 -0.017 -0.860
C -2.41949 4.82679 -0.29431 0.460 -0.423 0.285
O -1.17093 5.51807 0.08107 -2.375 -0.317 -0.812
C -0.28513 5.59769 -1.04370 0.003 -1.268 1.617
H -4.89343 4.94184 2.87264 0.080 0.003 0.100
H -5.33934 3.20434 2.54470 -0.544 0.318 0.599
H -6.08679 4.51062 1.59031 -0.432 0.277 0.429
H -3.39700 5.88162 1.33641 0.065 -0.139 0.340
H -4.46930 5.40511 0.00218 0.313 1.116 -0.374
H -2.71609 4.99643 -1.32937 0.276 0.836 -0.107
H -2.26066 3.74878 -0.32168 0.375 -0.343 0.456
H 0.63974 5.82482 -0.51350 0.299 0.584 -0.827
H -0.59841 6.25247 -1.85685 0.045 0.278 0.281
H -0.17772 4.57293 -1.39927 0.134 -0.070 -0.508
C -3.03579 -2.71883 -4.56025 -1.316 0.101 -1.771
O -2.67309 -3.40459 -3.37858 0.505 -0.161 0.207
C -3.78957 -3.82753 -2.61221 0.281 0.989 2.143
C -3.43080 -4.41946 -1.18916 0.643 -0.010 -0.546
O -2.62562 -3.54493 -0.29102 -0.915 -0.400 -0.338
C -2.88078 -3.93718 1.07743 -0.155 -0.521 -0.161
H -4.06848 -2.86705 -4.87599 -0.368 -0.804 0.450
H -2.49617 -3.08003 -5.43571 0.538 -0.132 0.351
H -3.05063 -1.62980 -4.60361 0.907 0.141 1.025
H -4.45707 -4.50152 -3.14912 0.231 -0.279 -0.011
H -4.34530 -2.92028 -2.37525 -0.449 0.077 -0.049
H -2.92168 -5.38246 -1.22817 0.407 -0.013 -0.406
H -4.37133 -4.69960 -0.71480 -0.260 0.557 0.072
H -2.44321 -4.91253 1.29032 -0.044 -0.368 -0.256
H -3.95283 -4.00706 1.26161 -0.075 0.032 -0.073
H -2.47933 -3.30398 1.86863 0.250 0.778 -0.710
C 4.42722 -4.28804 1.16126 0.675 0.215 0.040
O 3.36834 -4.70854 2.04459 0.812 0.935 -1.146
C 3.00501 -6.06740 1.82238 1.424 -0.290 0.958
C 2.17847 -6.43838 3.02059 0.917 -1.658 -0.336
O 0.97977 -5.85879 2.76458 -3.362 1.632 1.218
C -0.11433 -6.16640 3.66859 -0.257 0.136 -0.117
H 5.26865 -4.98088 1.15257 -0.149 -0.296 0.188
H 4.86259 -3.32095 1.41280 -0.421 0.050 0.767
H 4.16563 -4.13124 0.11480 -0.735 -0.431 -0.294
H 3.90928 -6.67593 1.83179 0.164 -0.084 -0.216
H 2.52468 -6.18451 0.85095 -0.369 -0.213 -0.006
H 2.70015 -6.15305 3.93412 -0.099 0.653 0.132
H 2.02204 -7.50906 3.15196 0.286 -0.447 -0.421
H -0.01903 -6.01291 4.74351 1.223 0.354 0.079
H -0.42565 -7.20965 3.61556 0.014 -0.075 -0.595
H -0.93462 -5.48834 3.43306 -0.028 -0.267 -0.505
C 7.87902 2.07309 3.42731 1.879 0.762 2.187
O 8.29203 0.79015 3.03607 -1.663 0.209 -2.864
C 7.63989 0.50566 1.76573 -0.512 -0.818 0.659
C 6.19812 0.10921 2.05886 0.080 0.212 0.788
O 5.46229 -0.19367 0.91040 0.643 -3.293 2.407
C 5.32500 0.79511 0.00757 -0.860 -0.153 -1.926
H 6.83838 2.32194 3.63526 -0.345 -0.691 -0.432
H 8.32504 2.88143 2.84788 -0.059 -0.114 -0.485
H 8.39117 2.10170 4.38907 -0.227 0.727 0.327
H 8.14473 -0.33258 1.28553 0.082 -0.100 0.221
H 7.56040 1.27648 0.99918 0.878 0.791 0.449
H 5.58624 0.83824 2.59011 0.430 0.949 0.091
H 6.25174 -0.66601 2.82323 -0.299 -0.890 -0.638
H 4.46687 0.39144 -0.52980 -0.356 1.199 -0.505
H 6.11685 0.73529 -0.73908 0.409 0.836 0.112
H 5.15410 1.75854 0.48789 -0.006 0.330 -0.414
```
Forces are in eV/Å.

Calculated values
**LUMO energy**: -5.08 eV
**Orbital gap**: 7.472 eV
**Net charge**: +2



Record 3
Here is a structure of composition C43H37NO3SSbTl from the OMol25 dataset. Energies are from ωB97M-V/def2-TZVPD.

```
87
Properties=species:S:1:pos:R:3:forces:R:3
Tl 1.95784 -0.24292 1.57775 -0.083 -0.215 -0.327
O 1.10238 -3.27242 -1.63893 0.049 0.291 0.213
C 1.59887 -2.33386 -1.01496 -0.276 -0.161 -0.029
O 0.97710 -1.46845 -0.30662 0.333 -0.151 0.163
C 3.12523 -2.18075 -1.11875 -0.012 0.066 0.074
C 3.81777 -2.98166 -2.05776 -0.018 -0.050 -0.069
C 5.15989 -2.82165 -2.20250 0.039 -0.047 -0.004
C 5.83829 -1.85846 -1.41791 0.018 0.054 0.056
C 7.22514 -1.59854 -1.53999 -0.012 -0.038 -0.004
C 7.82375 -0.65008 -0.76049 -0.029 -0.015 0.007
C 7.06151 0.07593 0.18374 0.099 0.004 -0.007
C 5.72380 -0.15762 0.32387 -0.066 -0.020 0.015
C 5.07730 -1.12765 -0.47990 -0.036 -0.035 -0.030
N 3.72956 -1.31462 -0.34508 -0.023 0.159 0.021
H 3.24099 -3.69373 -2.62954 0.017 0.010 -0.001
H 5.72733 -3.42098 -2.90724 -0.052 0.042 -0.004
H 7.79884 -2.16741 -2.26540 -0.032 0.055 0.052
H 8.88347 -0.45067 -0.86171 -0.038 -0.008 0.012
H 7.55122 0.82194 0.79963 -0.053 -0.037 -0.038
H 5.13137 0.39673 1.04218 0.003 -0.013 -0.020
O 0.54613 -1.77485 3.27519 -0.317 -0.130 -0.051
S -0.51198 -2.61760 3.92972 0.020 -0.041 0.112
C -0.96987 -3.93760 2.80862 0.070 0.041 0.010
C -1.37077 -5.14695 3.36214 0.013 0.047 0.035
C -1.73289 -6.18562 2.51467 0.005 0.035 -0.033
C -1.67655 -6.00595 1.13728 0.008 0.031 -0.007
C -1.26199 -4.79117 0.59876 0.043 0.059 0.032
C -0.90511 -3.74338 1.43792 -0.070 0.030 -0.119
C -2.05801 -1.69977 3.83877 0.163 0.073 -0.057
C -3.13770 -2.11476 4.60399 -0.009 -0.113 0.024
C -4.31754 -1.38825 4.55494 -0.012 0.008 -0.016
C -4.40859 -0.26185 3.74528 0.028 0.054 -0.024
C -3.32028 0.14042 2.98193 -0.012 -0.054 -0.048
C -2.13074 -0.57741 3.03521 -0.093 0.056 -0.044
H -1.39798 -5.27646 4.44105 0.044 0.011 -0.118
H -2.04208 -7.13652 2.93221 0.002 0.044 -0.040
H -1.94861 -6.82267 0.47852 0.017 0.048 0.030
H -1.19431 -4.64046 -0.47257 0.021 -0.063 0.050
H -0.58015 -2.79492 1.01603 0.087 -0.097 0.042
H -3.06348 -3.00568 5.22117 0.008 0.105 -0.009
H -5.16746 -1.69925 5.14957 0.029 0.001 -0.016
H -5.32882 0.30985 3.71115 0.038 -0.062 -0.007
H -3.40409 1.00369 2.33007 0.024 -0.037 0.038
H -1.26566 -0.27987 2.45674 0.033 0.037 -0.039
C -2.55595 -1.21510 -1.09109 -0.058 0.221 -0.050
C -3.32418 0.08587 -1.20471 0.062 -0.039 0.021
C -4.67105 0.06649 -1.56294 -0.026 -0.001 -0.023
C -5.41219 1.23817 -1.65226 0.032 0.049 0.010
C -4.81070 2.45967 -1.38343 0.062 -0.037 0.030
C -3.46441 2.50004 -1.03298 -0.039 -0.221 0.042
C -2.71627 1.32515 -0.94378 0.048 -0.067 0.089
Sb -0.62260 1.33707 -0.40590 -0.117 0.579 0.036
C 0.09703 1.60835 -2.41747 -0.020 -0.116 0.032
C -0.76375 1.46291 -3.50337 0.138 0.058 0.007
C -0.31549 1.68367 -4.80205 0.006 -0.019 0.036
C 1.00204 2.05604 -5.01779 -0.010 0.003 0.032
C 1.86948 2.18397 -3.93959 -0.017 -0.021 0.007
C 1.43909 1.95397 -2.63502 0.019 -0.031 -0.015
C 2.40983 2.09380 -1.48758 -0.107 0.047 -0.087
C -0.50444 3.46470 0.07954 -0.088 0.004 -0.085
C -0.42293 4.40444 -0.95417 0.050 -0.016 0.146
C -0.32582 5.76605 -0.69400 0.022 -0.039 0.043
C -0.31888 6.21077 0.62045 -0.010 -0.021 -0.014
C -0.40784 5.29175 1.65622 0.000 0.030 -0.019
C -0.49742 3.92051 1.40937 -0.083 -0.005 -0.022
C -0.63114 2.98726 2.59177 -0.106 0.124 -0.109
H -3.10423 -2.03508 -1.55496 0.005 0.021 0.000
H -2.39451 -1.47445 -0.04172 0.019 0.001 0.023
H -1.56917 -1.16181 -1.56154 -0.054 -0.043 0.019
H -5.14652 -0.88564 -1.77969 0.037 0.056 0.025
H -6.45919 1.19861 -1.93387 0.075 -0.019 0.022
H -5.38090 3.38023 -1.44353 0.030 -0.060 -0.016
H -3.00129 3.45513 -0.82267 0.044 0.031 -0.010
H -1.79855 1.18679 -3.34184 -0.015 0.012 0.005
H -0.99662 1.56412 -5.63718 0.036 0.020 0.049
H 1.35813 2.24568 -6.02431 -0.008 -0.029 0.058
H 2.90379 2.46459 -4.11420 -0.054 -0.019 0.021
H 3.42829 2.23833 -1.84862 -0.018 -0.009 0.013
H 2.40057 1.19047 -0.87076 0.039 -0.011 -0.026
H 2.14759 2.94740 -0.85400 0.018 -0.054 -0.004
H -0.42488 4.07006 -1.98507 -0.006 -0.020 -0.003
H -0.24783 6.47212 -1.51365 -0.032 -0.051 0.045
H -0.24568 7.27054 0.84102 -0.001 -0.080 -0.013
H -0.41323 5.64796 2.68352 0.024 -0.068 -0.090
H -0.32603 3.48176 3.51490 -0.036 -0.015 -0.037
H -0.01852 2.09771 2.47198 0.094 -0.147 -0.001
H -1.66673 2.65388 2.71817 0.078 0.031 -0.011
```
Forces are in eV/Å.

Calculated values
**LUMO energy**: 0.14 eV
**Orbital gap**: 8.164 eV
**Energy above the lowest of the compared OMol25 structures with the same formula, charge and spin**: 0.0 kJ/mol
**Net charge**: 0